Entry 1:
{"formula": "C20H12Cl3F2IO4S", "method": "wB97M-V/def2-TZVPD", "elements": ["C", "C", "Cl", "C", "Cl", "C", "C", "C", "I", "C", "C", "C", "C", "C", "O", "C", "C", "Cl", "C", "C", "C", "C", "F", "C", "S", "O", "O", "F", "C", "C", "O", "H", "H", "H", "H", "H", "H", "H", "H", "H", "H", "H", "H"], "positions_angstrom": [[-6.06999, 3.77742, 1.14440], [-4.86795, 2.78326, 0.77655], [-3.44630, 3.43707, -0.19073], [-4.87415, 1.42704, 1.20856], [-6.23525, 0.68444, 2.19645], [-3.64459, 0.43482, 0.88312], [-3.81049, -0.76552, -0.07848], [-2.59028, -1.68737, -0.39690], [-2.77523, -3.37147, -1.74065], [-1.23693, -1.35373, 0.27203], [-1.05491, -0.12221, 1.24599], [-2.28990, 0.79409, 1.57547], [-2.15906, 2.05313, 2.55320], [0.41396, 0.15363, 1.86517], [0.61690, 0.52947, 3.04020], [1.60429, -0.13525, 0.80121], [2.81167, 0.82972, 0.76509], [2.97448, 2.27037, 1.89487], [3.92016, 0.55885, -0.28156], [3.78061, -0.64339, -1.28662], [4.98296, -0.79790, -2.33160], [6.11612, -1.85044, -1.82241], [4.56188, -1.04213, -3.68484], [2.52632, -1.60454, -1.22149], [2.39810, -2.95154, -2.44833], [1.46281, -4.06683, -2.14754], [1.94787, -2.31017, -3.75049], [3.89842, -3.66843, -2.82034], [1.42817, -1.37287, -0.16097], [0.11463, -2.22535, 0.07949], [0.00156, -3.45539, 0.23162], [-5.72555, 4.44450, 2.00781], [-6.22887, 4.45169, 0.23828], [-7.01917, 3.21246, 1.46274], [-4.82201, -0.96386, -0.58017], [-1.74338, 2.91915, 1.90788], [-1.41185, 1.90374, 3.40089], [-3.15315, 2.36637, 3.03494], [4.82221, 1.26644, -0.34302], [5.53638, 0.21836, -2.36255], [5.67074, -2.79206, -1.35885], [6.91176, -2.03907, -2.61842], [6.65700, -1.29652, -0.95999]], "forces_ev_per_a": [[1.24, 0.02, -0.36], [-1.31, -2.56, 1.51], [-2.06, -0.80, 1.19], [1.75, 1.30, -1.64], [1.63, 1.08, -1.27], [1.57, -0.86, -0.14], [3.09, 0.69, 1.39], [0.51, 3.16, 2.72], [0.06, 1.31, 0.97], [-1.04, 2.30, 0.67], [-2.86, -0.40, -1.25], [0.13, -2.70, -1.42], [0.39, 0.01, -0.50], [-0.36, -0.04, 1.07], [-0.59, -1.17, -4.28], [1.12, -0.03, -1.03], [0.07, -2.92, -2.31], [-0.27, -2.25, -1.79], [-2.93, -2.09, -0.14], [-1.93, 0.94, 1.95], [1.20, 0.37, 0.26], [-0.31, 0.95, 0.80], [0.39, 0.14, 2.35], [1.47, 2.74, 3.00], [-4.44, -1.64, -6.17], [3.27, 2.59, 1.00], [2.42, -1.04, 4.24], [-2.22, 1.60, 1.51], [2.88, 2.27, 0.05], [-2.25, -1.83, 0.65], [1.31, 4.06, -0.69], [-0.49, -0.91, -1.15], [-0.05, -0.96, 1.27], [1.65, 0.80, -0.70], [1.77, 0.32, 0.91], [-0.83, -1.27, 1.12], [-0.99, -0.21, -1.33], [1.42, -0.59, -1.04], [-1.59, -1.30, 0.04], [-1.18, -1.52, -0.02], [0.67, 1.19, -1.02], [-1.42, 0.11, 0.93], [-0.88, -0.87, -1.33]], "mulliken_charge": [-0.9781, 0.4896, -0.1602, -0.5035, -0.1863, 0.5649, -0.3819, -0.6965, 0.0926, 0.7275, 0.2571, 0.2752, -1.3587, -0.0475, -0.4819, 0.1705, -0.0492, -0.1614, -0.7259, 0.7204, -0.1483, -0.9281, -0.2973, 0.1866, 1.2152, -0.5174, -0.5571, -0.2847, 0.4612, -0.0145, -0.4217, 0.2512, 0.3073, 0.3426, 0.3284, 0.2906, 0.4198, 0.2981, 0.2633, 0.3166, 0.2681, 0.3173, 0.3362], "homo_ev": -8.9, "charge": 0, "gap_ev": 7.08}


Entry 2:
{"formula": "C20H12Cl60NO4S2", "method": "wB97M-V/def2-TZVPD", "elements": ["C", "C", "C", "C", "C", "S", "O", "O", "N", "S", "O", "O", "H", "H", "H", "H", "H", "H", "H", "H", "H", "H", "H", "H", "C", "Cl", "Cl", "Cl", "Cl", "C", "Cl", "Cl", "Cl", "Cl", "C", "Cl", "Cl", "Cl", "Cl", "C", "Cl", "Cl", "Cl", "Cl", "C", "Cl", "Cl", "Cl", "Cl", "C", "Cl", "Cl", "Cl", "Cl", "C", "Cl", "Cl", "Cl", "Cl", "C", "Cl", "Cl", "Cl", "Cl", "C", "Cl", "Cl", "Cl", "Cl", "C", "Cl", "Cl", "Cl", "Cl", "C", "Cl", "Cl", "Cl", "Cl", "C", "Cl", "Cl", "Cl", "Cl", "C", "Cl", "Cl", "Cl", "Cl", "C", "Cl", "Cl", "Cl", "Cl", "C", "Cl", "Cl", "Cl", "Cl"], "positions_angstrom": [[-2.10173, -4.02111, 4.99210], [-1.30591, -3.78123, 3.68401], [-1.97933, -4.44040, 2.46572], [-1.05676, -5.02723, 1.37327], [0.33271, -4.40110, 1.30746], [1.20588, -4.91342, -0.18475], [0.24588, -5.60302, -1.01726], [2.32042, -5.73255, 0.23459], [1.66203, -3.63847, -1.03117], [2.11133, -2.35872, -0.21222], [2.87224, -2.63864, 0.98684], [0.97625, -1.48381, -0.02128], [-2.14267, -3.12419, 5.60894], [-3.10613, -4.38881, 4.79141], [-1.59647, -4.78004, 5.59334], [-1.28992, -2.70417, 3.51985], [-0.29752, -4.15800, 3.83295], [-2.61082, -5.25347, 2.83011], [-2.65176, -3.72186, 1.99470], [-1.53220, -4.84983, 0.41090], [-0.98922, -6.10978, 1.46180], [0.95310, -4.76647, 2.12544], [0.29131, -3.31806, 1.40360], [2.95626, -1.70690, -1.01646], [-0.55867, -3.92923, -4.23782], [-1.49958, -3.68356, -2.77548], [0.13925, -5.54232, -4.26668], [-1.66305, -3.76119, -5.64603], [0.73812, -2.74227, -4.32244], [-1.12210, 1.07398, -6.21319], [-2.52762, 1.78062, -5.38839], [-1.09639, 1.63596, -7.89396], [0.36788, 1.56270, -5.40801], [-1.25295, -0.67574, -6.18142], [-0.18105, 4.42208, -1.94805], [-1.28915, 3.60651, -3.04611], [-0.32682, 6.17327, -2.14282], [-0.57787, 3.99232, -0.28102], [1.47270, 3.91941, -2.30574], [1.52564, -0.54281, 5.02434], [2.11507, -1.08807, 3.47127], [2.55709, 0.75387, 5.66215], [-0.12787, 0.06742, 4.88312], [1.55116, -1.89388, 6.17495], [5.80930, -3.71540, -2.07978], [7.26269, -4.00169, -1.10694], [5.37495, -1.99629, -1.97106], [6.17056, -4.09141, -3.77719], [4.48610, -4.70060, -1.50961], [-0.80247, 1.90821, -12.38256], [-1.57684, 2.18962, -10.82029], [-0.06158, 0.30775, -12.38287], [-2.01133, 2.00229, -13.66616], [0.44206, 3.13311, -12.65442], [-2.44032, 0.92929, 8.76517], [-0.90936, 0.29910, 8.17449], [-2.51219, 0.79776, 10.52859], [-2.57630, 2.62382, 8.29151], [-3.76764, 0.00690, 8.05139], [-3.54799, -2.65103, -9.31935], [-2.56554, -4.09761, -9.56054], [-5.05208, -2.79939, -10.23984], [-3.91625, -2.47544, -7.60541], [-2.65633, -1.23345, -9.87946], [-1.29565, 4.67802, 4.62727], [0.14114, 4.14504, 5.50263], [-1.65295, 6.36033, 5.04311], [-1.00633, 4.55549, 2.89315], [-2.66206, 3.66315, 5.09017], [-3.89834, 8.74885, -1.47585], [-5.66172, 8.66167, -1.40641], [-3.37908, 8.79157, -3.16413], [-3.35175, 10.21713, -0.65770], [-3.20062, 7.33930, -0.68707], [1.97802, -0.62993, 10.88816], [3.53460, -0.96918, 11.65643], [1.56511, 1.07243, 11.12174], [2.07301, -0.97977, 9.16490], [0.72624, -1.63639, 11.62540], [2.89935, -2.58969, 15.32162], [2.73916, -2.98571, 17.03570], [2.09263, -3.82078, 14.35201], [2.16065, -1.01638, 15.01095], [4.61034, -2.52584, 14.88971], [4.48445, 4.84822, -13.25253], [2.74606, 5.05704, -13.49297], [4.87591, 3.12936, -13.30194], [5.35741, 5.69204, -14.53506], [4.94437, 5.51548, -11.68657], [2.62552, 3.76240, 14.41734], [1.27006, 4.50990, 15.26862], [2.52213, 4.13411, 12.69668], [4.14553, 4.38472, 15.06567], [2.56676, 2.01153, 14.63154], [-4.12214, 3.04732, -17.15960], [-5.15095, 3.23903, -15.73788], [-2.50790, 3.65884, -16.79742], [-4.01998, 1.33674, -17.58305], [-4.80913, 3.95063, -18.51291]], "forces_ev_per_a": [[0.55, -0.16, -0.09], [-0.86, -0.02, 0.30], [0.30, -0.28, 0.07], [-0.26, 0.42, -0.23], [-0.04, -0.26, 0.59], [-0.19, -0.58, -0.80], [-0.20, -0.15, -0.01], [0.33, 0.09, 0.29], [0.35, 0.68, 0.51], [-0.96, -0.30, 0.30], [0.35, -0.04, 0.27], [0.00, 0.64, -0.01], [-0.15, 0.05, 0.01], [-0.15, 0.18, 0.03], [-0.11, -0.08, 0.02], [0.47, 0.01, -0.10], [0.13, 0.19, -0.12], [-0.08, -0.03, -0.05], [-0.03, 0.08, 0.10], [-0.05, -0.12, -0.09], [0.17, -0.04, 0.10], [0.14, 0.06, -0.09], [-0.03, 0.02, -0.28], [-0.03, -0.20, -0.50], [-0.07, -0.15, 0.16], [0.00, 0.06, -0.06], [-0.03, -0.05, 0.01], [0.25, -0.06, 0.09], [-0.02, 0.04, -0.09], [-0.03, -0.10, 0.02], [0.02, -0.05, -0.11], [0.09, -0.02, 0.23], [-0.01, 0.06, 0.00], [-0.04, 0.17, -0.03], [0.00, -0.02, 0.02], [0.02, 0.10, 0.09], [0.11, 0.01, -0.09], [-0.01, -0.07, -0.03], [0.02, 0.01, 0.00], [0.10, 0.00, -0.18], [-0.07, -0.06, -0.03], [0.03, 0.06, 0.03], [-0.02, -0.01, -0.15], [-0.10, -0.12, -0.05], [-0.17, -0.15, -0.03], [0.04, 0.02, 0.02], [0.16, 0.03, -0.03], [0.05, -0.02, -0.06], [0.30, 0.05, 0.04], [-0.02, -0.01, 0.01], [-0.10, 0.07, -0.26], [0.01, -0.03, 0.00], [-0.02, 0.00, 0.01], [-0.09, -0.16, 0.06], [0.07, 0.00, -0.04], [-0.03, -0.05, 0.17], [0.02, -0.01, 0.00], [-0.07, 0.04, 0.13], [-0.05, 0.00, 0.00], [0.04, 0.01, 0.02], [0.01, -0.02, -0.01], [-0.02, 0.00, -0.01], [-0.17, 0.02, -0.09], [0.01, 0.03, -0.01], [0.06, -0.03, 0.06], [0.02, -0.02, 0.01], [0.00, 0.04, 0.01], [-0.03, 0.02, 0.03], [-0.05, 0.01, -0.17], [0.01, -0.03, 0.00], [-0.02, 0.00, 0.00], [0.01, 0.01, -0.03], [0.01, 0.03, 0.01], [-0.09, 0.01, 0.09], [-0.05, 0.03, -0.06], [0.01, 0.00, -0.02], [0.00, 0.00, 0.02], [0.13, -0.01, 0.12], [-0.04, -0.01, -0.01], [0.02, 0.02, -0.05], [0.00, -0.01, 0.03], [0.00, -0.02, 0.00], [-0.12, -0.16, 0.09], [0.04, -0.01, 0.01], [0.00, -0.04, 0.03], [0.09, 0.18, -0.09], [0.01, -0.02, 0.00], [0.01, 0.01, -0.02], [0.01, 0.01, 0.02], [-0.04, -0.05, -0.04], [0.00, 0.01, 0.01], [0.00, 0.09, -0.05], [0.01, 0.01, 0.01], [0.10, 0.15, 0.05], [0.00, -0.01, 0.02], [-0.02, 0.00, 0.03], [0.03, 0.04, -0.04], [0.00, -0.03, -0.01], [-0.01, 0.01, -0.01]], "mulliken_charge": [-1.3114, 0.2575, -0.8952, -0.5826, -0.7305, 1.4039, -0.7277, -0.8134, -0.2115, 1.1444, -0.5543, -0.7081, 0.2482, 0.3936, 0.3125, 0.1698, 0.1346, 0.4128, 0.2790, 0.1845, 0.3162, 0.3072, 0.3679, -0.2598, 0.2203, -0.0525, -0.0893, -0.0675, -0.0864, 0.1897, -0.1543, -0.0335, -0.0943, 0.1067, 0.2569, -0.0212, -0.0825, -0.0036, -0.1121, 0.2004, 0.0536, -0.1237, -0.0779, -0.1063, 0.3283, -0.1277, -0.1212, -0.1318, 0.0205, 0.2564, -0.0670, -0.1064, -0.0224, -0.0504, 0.2205, 0.1423, -0.1069, -0.0762, -0.1189, 0.2834, -0.0992, -0.1157, -0.0638, 0.0020, 0.2513, -0.0567, -0.1144, -0.0336, -0.0791, 0.3391, -0.1033, -0.1037, -0.1038, -0.0342, 0.1601, -0.0839, -0.0413, 0.0346, -0.0922, 0.3168, -0.1087, -0.0791, -0.0219, -0.1033, 0.3655, -0.0741, -0.0948, -0.1026, -0.0934, 0.2853, -0.1014, -0.0909, -0.1022, -0.0195, 0.3484, -0.0888, -0.0781, -0.0932, -0.1087], "homo_ev": -6.0, "charge": -1, "gap_ev": 6.94}


Entry 3:
{"formula": "C20H12Cl6NO5", "method": "wB97M-V/def2-TZVPD", "elements": ["Cl", "C", "Cl", "C", "O", "C", "Cl", "C", "Cl", "C", "Cl", "C", "Cl", "C", "C", "C", "O", "C", "O", "C", "C", "C", "C", "C", "C", "C", "N", "C", "C", "C", "O", "O", "H", "H", "H", "H", "H", "H", "H", "H", "H", "H", "H", "H"], "positions_angstrom": [[0.39240, 0.36530, -0.70537], [-2.67837, 0.61699, 3.21265], [-3.69760, 0.77098, 1.86018], [-2.32170, -0.77513, 3.56239], [-2.84592, -1.72393, 2.96077], [-1.31362, -0.93558, 4.63646], [-0.96975, -2.52317, 5.15689], [-0.68345, 0.18362, 5.16488], [0.29163, 0.01997, 6.55769], [-0.80711, 1.46056, 4.54767], [0.26615, 2.70965, 4.98305], [-1.82536, 1.65350, 3.57687], [-2.05306, 3.21796, 2.90389], [2.92981, 1.91228, 0.37574], [3.12514, 1.59571, -1.09129], [4.46871, 2.23033, -1.42876], [3.23320, 0.18463, -1.36059], [2.36638, -0.46848, -2.17538], [2.65227, -1.50927, -2.73625], [0.99597, 0.15810, -2.31563], [-0.01231, -0.59679, -3.23194], [-1.07665, -1.34171, -2.44497], [-2.40753, -0.92374, -2.50722], [-3.36409, -1.48958, -1.67491], [-3.00249, -2.51742, -0.80291], [-3.93762, -3.03250, 0.15092], [-4.70833, -3.47817, 0.90953], [-1.71154, -3.04389, -0.85535], [-0.75309, -2.47015, -1.68354], [1.38632, 1.53658, -2.81234], [0.97278, 1.98085, -3.86538], [2.17065, 2.24781, -1.95885], [1.99776, 1.52324, 0.76945], [3.76135, 1.48198, 0.94734], [2.93218, 3.00119, 0.49795], [4.70532, 2.08535, -2.48461], [4.40750, 3.30484, -1.22171], [5.25411, 1.77571, -0.81735], [-0.46296, 0.17250, -3.87346], [0.60589, -1.28707, -3.81829], [-2.67045, -0.13598, -3.21301], [-4.39433, -1.14015, -1.70508], [-1.47091, -3.91015, -0.24122], [0.25270, -2.88680, -1.74889]], "forces_ev_per_a": [[-1.07, 0.07, 1.36], [2.06, -0.80, 0.46], [-0.73, 0.15, -0.45], [0.00, 0.17, -0.01], [0.25, -0.08, 0.37], [-1.07, 1.53, -0.73], [0.00, -0.36, 0.19], [-0.46, 0.07, -1.30], [0.56, -0.07, 0.42], [-1.17, -1.01, -0.19], [0.34, 0.73, 0.24], [0.29, -0.70, 1.02], [0.08, 0.39, -0.18], [-0.74, -0.24, 0.38], [0.80, 0.57, 0.01], [0.18, -0.16, -0.64], [-0.19, -0.11, -0.52], [0.44, -2.14, -0.47], [0.12, 1.51, 1.06], [0.37, 0.15, -0.48], [0.44, 0.17, 0.25], [-0.03, -0.32, -0.50], [0.30, 0.05, 0.10], [-0.13, 0.03, -0.11], [0.27, 0.28, -0.16], [-1.89, -1.12, 1.65], [1.57, 0.89, -1.73], [0.32, -0.15, -0.05], [-0.23, 0.11, -0.04], [-1.16, 1.13, -1.29], [0.95, -0.15, 1.64], [-0.11, -0.38, -0.57], [0.09, 0.06, 0.11], [-0.20, 0.12, -0.21], [0.02, -0.27, -0.03], [0.03, 0.01, 0.04], [0.05, -0.29, -0.06], [-0.16, 0.10, -0.12], [0.13, -0.41, 0.08], [-0.31, 0.17, -0.08], [-0.04, -0.06, 0.31], [0.24, -0.04, 0.11], [0.00, 0.28, -0.06], [-0.20, 0.14, 0.19]], "mulliken_charge": [-0.1267, 0.0156, -0.1783, 0.1388, -0.7375, 0.1069, -0.2023, 0.3369, -0.2248, -0.0187, -0.2432, 0.2146, -0.2212, -1.3736, 1.3767, -1.6500, -0.3668, 0.1372, -0.6125, 1.2329, -0.8908, -0.0494, -0.5310, -0.6657, 0.7366, -0.1323, -0.5496, -0.6403, 0.1758, 0.2289, -0.6185, -0.3526, 0.3282, 0.3430, 0.3590, 0.3914, 0.3686, 0.3790, 0.3810, 0.4749, 0.3170, 0.4489, 0.4397, 0.4540], "homo_ev": -3.8, "e_above_lowest_kcal_mol": 0.00, "charge": -1, "gap_ev": 5.83}